The following is a DFT calculation (ωB97M-V/def2-TZVPD) of a molecular structure, C27H50BGaN4P2S in a non-equilibrium geometry.

LUMO = -7.5 eV
Total charge = +2
Maximum force = 1.8 eV Å⁻¹
DFT total energy = -4307.91842 Eh
HOMO energy = -13.070 eV

Last column: Löwdin charge in e.
Positions of all 86 atoms, in Å:
1 Ga 0.0322 0.4132 -1.9879  0.66
2 C -0.4904 1.9778 2.9405  -0.09
3 C -1.1991 3.0544 2.1136  -0.66
4 C -2.7069 2.8528 2.2277  -0.08
5 C -0.7909 4.4501 2.5773  -0.06
6 P -0.6767 2.7657 0.3149  0.86
7 C 1.2260 2.9087 0.2639  -0.19
8 N 1.9138 1.6788 0.0054  -0.01
9 B 1.8489 0.8437 -1.1348  -0.57
10 N 2.4905 -0.3766 -0.8326  -0.02
11 C 2.5046 -1.6028 -1.6073  -0.22
12 P 0.7409 -2.0085 -2.1211  1.12
13 C 0.8403 -2.6251 -3.9015  -0.69
14 C 1.7697 -3.8195 -4.0841  -0.06
15 C -0.5901 -2.9421 -4.3366  -0.08
16 C 1.3435 -1.4220 -4.7075  -0.09
17 C 0.0548 -3.1835 -0.7998  -0.66
18 C 0.3854 -4.6417 -1.0807  -0.06
19 C 0.6175 -2.7383 0.5493  -0.08
20 C -1.4532 -2.9299 -0.7852  -0.09
21 C 3.0777 -0.2371 0.4240  -0.16
22 C 3.8678 -1.1067 1.1595  0.00
23 C 4.2868 -0.7036 2.4137  -0.06
24 C 3.9473 0.5467 2.9187  -0.06
25 C 3.1725 1.4287 2.1877  -0.01
26 C 2.7257 1.0237 0.9409  -0.14
27 C -1.3680 3.9253 -1.0588  -0.65
28 C -2.7123 3.3606 -1.5157  -0.11
29 C -1.5260 5.3296 -0.4852  -0.07
30 C -0.4173 3.9764 -2.2572  -0.08
31 H -0.7704 2.1109 3.9823  0.11
32 H 0.5925 2.0425 2.8803  0.06
33 H -0.8162 0.9742 2.6464  0.00
34 H -3.0026 2.9714 3.2670  0.11
35 H -2.9884 1.8480 1.9222  0.06
36 H -3.2657 3.5777 1.6411  0.08
37 H -0.8380 4.4885 3.6633  0.10
38 H -1.4637 5.2135 2.1994  0.07
39 H 0.2283 4.7036 2.2875  0.08
40 H 1.5280 3.2943 1.2406  0.09
41 H 1.4790 3.6622 -0.4892  0.11
42 H 2.9097 -2.4182 -1.0036  0.10
43 H 3.1405 -1.4953 -2.4933  0.10
44 H 1.3909 -4.7013 -3.5771  0.07
45 H 2.7718 -3.6093 -3.7162  0.09
46 H 1.8490 -4.0620 -5.1409  0.10
47 H -0.9823 -3.8160 -3.8246  0.08
48 H -0.6193 -3.1459 -5.4036  0.10
49 H -1.2431 -2.0884 -4.1397  0.08
50 H 2.3755 -1.1615 -4.4783  0.09
51 H 0.7059 -0.5420 -4.5411  0.05
52 H 1.2990 -1.6536 -5.7692  0.11
53 H 1.4560 -4.7884 -1.2030  0.09
54 H -0.1254 -4.9959 -1.9705  0.08
55 H 0.0550 -5.2568 -0.2458  0.10
56 H 1.6590 -3.0162 0.6824  0.08
57 H 0.0504 -3.2232 1.3410  0.09
58 H 0.4982 -1.6576 0.6859  0.07
59 H -1.9151 -3.1460 -1.7454  0.08
60 H -1.6532 -1.8894 -0.5070  0.03
61 H -1.9159 -3.5669 -0.0343  0.10
62 H 4.1636 -2.0704 0.7743  0.12
63 H 4.8945 -1.3689 3.0068  0.12
64 H 4.3007 0.8343 3.8962  0.12
65 H 2.9483 2.4039 2.5936  0.11
66 H -3.3732 3.1519 -0.6772  0.08
67 H -2.5795 2.4356 -2.0861  0.06
68 H -3.2109 4.0808 -2.1620  0.10
69 H -2.3378 5.3754 0.2353  0.08
70 H -1.7653 6.0231 -1.2891  0.11
71 H -0.6055 5.6751 -0.0183  0.09
72 H -0.0881 2.9757 -2.5766  0.03
73 H 0.4569 4.5949 -2.0672  0.09
74 H -0.9493 4.4245 -3.0970  0.11
75 S -1.2948 0.8485 -0.0600  0.50
76 C -1.7698 -1.0005 2.4551  -0.22
77 N -2.9937 -1.5102 2.4028  -0.01
78 C -3.2388 -2.6146 3.3370  -0.14
79 C -1.9005 -2.7055 4.0755  -0.14
80 N -1.1100 -1.6838 3.3872  -0.02
81 H -3.7131 -1.1813 1.7851  0.12
82 H -3.4755 -3.5312 2.7903  0.11
83 H -4.0698 -2.3791 4.0031  0.12
84 H -1.4287 -3.6872 3.9802  0.11
85 H -1.9922 -2.4666 5.1367  0.12
86 H -0.1721 -1.4763 3.6766  0.13



The following is a DFT calculation (ωB97M-V/def2-TZVPD) of a molecular structure, C27H50Br6O17S3 in a non-equilibrium geometry.

LUMO = -0.9 eV
Maximum force = 6.5 eV Å⁻¹
DFT total energy = -18976.34769 Eh
Relative energy (zero: lowest compared OMol25 entry of this formula, charge and spin) = 4.829 eV
HOMO energy = -9.536 eV

Last column: Löwdin charge in e.
Positions of all 103 atoms, in Å:
1 O -5.9781 2.0505 1.6101  0.06
2 C -5.5485 3.0640 1.0635  -0.57
3 O -4.4753 3.0055 0.4312  0.01
4 C -4.1235 4.2972 -0.2172  -0.06
5 C -5.0132 5.2672 0.5968  -0.17
6 C -6.1751 4.4824 1.1378  -0.07
7 H -4.4006 4.2582 -1.2706  0.09
8 H -3.0853 4.5653 -0.0213  0.13
9 H -5.3900 6.1180 0.0290  0.12
10 H -4.4571 5.4694 1.5122  0.12
11 H -6.9888 4.5691 0.4177  0.12
12 H -6.5658 4.8208 2.0974  0.13
13 O 1.2835 -0.5941 -0.0563  0.06
14 C 0.1780 -0.1529 0.2898  -0.45
15 O -0.9101 -0.4077 -0.4023  -0.01
16 C -2.1122 0.2758 0.0630  -0.15
17 C -1.7296 0.8466 1.4189  -0.14
18 C -0.2275 0.7452 1.4592  -0.06
19 H -2.8623 -0.5145 0.0897  0.09
20 H -2.4710 1.0842 -0.5741  0.08
21 H -2.1045 0.2170 2.2259  0.11
22 H -2.0195 1.8812 1.6021  0.11
23 H 0.0952 0.3708 2.4306  0.13
24 H 0.1517 1.7471 1.2584  0.12
25 O 1.6986 4.0429 1.4628  0.10
26 C 1.8167 4.5564 2.5482  -0.49
27 O 1.6401 5.8740 2.7107  0.03
28 C 2.2222 6.2193 4.0129  -0.14
29 C 3.1955 5.1154 4.4016  -0.16
30 C 2.5580 3.9240 3.7242  -0.08
31 H 1.3654 6.3045 4.6813  0.12
32 H 2.6974 7.2003 4.0214  0.12
33 H 3.2036 4.9720 5.4821  0.12
34 H 4.1938 5.2526 3.9861  0.12
35 H 1.8702 3.5824 4.4977  0.13
36 H 3.2903 3.2442 3.2886  0.13
37 O -3.0309 -2.4957 2.6776  0.07
38 C -4.1778 -2.1168 2.9124  -0.47
39 O -4.4996 -1.2711 3.9300  0.00
40 C -5.8841 -1.0614 4.0366  -0.14
41 C -6.4332 -2.3237 3.2881  -0.12
42 C -5.3907 -2.5573 2.1375  -0.06
43 H -5.9893 -0.0963 3.5411  0.12
44 H -6.1610 -1.1724 5.0849  0.13
45 H -7.4288 -2.0689 2.9249  0.11
46 H -6.5077 -3.2551 3.8494  0.12
47 H -5.4309 -1.9766 1.2159  0.12
48 H -5.1662 -3.6084 1.9562  0.12
49 O -0.4197 -6.4162 -0.7100  -0.32
50 S 0.2791 -5.2341 -1.2043  0.67
51 O 1.3163 -5.4024 -2.2387  -0.29
52 O -0.8396 -4.0851 -1.6463  -0.29
53 C -1.9551 -3.7980 -0.7218  -0.25
54 C -3.3385 -3.6397 -1.3817  -0.04
55 C 0.9333 -4.3457 0.2734  -0.09
56 H -1.5515 -2.9940 -0.1064  0.09
57 H -2.0538 -4.5612 0.0501  0.11
58 H -3.2516 -2.9094 -2.1861  0.04
59 H -4.0658 -3.1219 -0.7564  0.06
60 H -3.7055 -4.5990 -1.7467  0.09
61 H 0.2081 -4.0014 1.0107  0.07
62 H 1.4737 -3.5760 -0.2775  0.05
63 H 1.5473 -5.1044 0.7588  0.07
64 O 7.7931 -3.4706 -0.2075  -0.33
65 S 7.5769 -1.9932 -0.2368  0.68
66 O 7.1032 -1.3053 -1.4114  -0.29
67 O 6.5170 -1.7388 1.0111  -0.30
68 C 5.0950 -1.8956 0.7275  -0.22
69 C 4.0962 -1.4249 1.8712  -0.05
70 C 8.9975 -1.2263 0.6356  -0.10
71 H 4.8801 -2.9347 0.4778  0.11
72 H 4.8807 -1.2882 -0.1519  0.10
73 H 4.1299 -0.3416 1.9876  0.07
74 H 4.1624 -1.8186 2.8854  0.07
75 H 3.0850 -1.6713 1.5473  0.05
76 H 9.0174 -1.7897 1.5686  0.06
77 H 8.5548 -0.2467 0.8164  0.06
78 H 9.9516 -1.3021 0.1141  0.08
79 O 6.1426 -0.5126 -5.6534  -0.30
80 S 4.8150 0.0612 -5.7114  0.68
81 O 3.8340 -0.2279 -6.7747  -0.31
82 O 4.1779 -0.4429 -4.2434  -0.34
83 C 4.1391 -1.8886 -4.0249  -0.21
84 C 3.1267 -2.2296 -2.7759  -0.06
85 C 4.8844 1.8345 -5.2253  -0.11
86 H 5.1122 -2.3700 -3.9271  0.11
87 H 3.6285 -2.3603 -4.8645  0.09
88 H 2.8504 -1.2930 -2.2917  0.03
89 H 3.5660 -2.9172 -2.0532  0.06
90 H 2.2979 -2.7476 -3.2584  0.02
91 H 5.1658 2.4649 -6.0687  0.06
92 H 5.5019 2.0628 -4.3565  0.07
93 H 3.8905 2.2512 -5.0624  0.06
94 C -0.3631 -0.9394 -3.6192  -1.47
95 Br -2.2581 -0.4750 -3.9020  0.54
96 Br 0.9313 0.5561 -3.5587  0.60
97 Br 0.2543 -1.9601 -5.1813  0.58
98 H -0.4041 -1.4801 -2.6736  -0.04
99 C -6.0729 1.3938 -3.0299  -1.51
100 Br -5.0085 0.4454 -1.6652  0.62
101 Br -5.2285 2.9035 -4.0071  0.56
102 Br -7.9672 1.6849 -2.5452  0.55
103 H -6.1556 0.6713 -3.8419  -0.05



Which of these has the lowest HOMO energy? C27H50BGaN4P2S



LUMO of number 2 (C27H50Br6O17S3)? -0.9 eV